C34H31F3N5NiO3Sb as an isolated structure, computed with wB97M-V/def2-TZVPD.

Its HOMO energy is -7.410 eV. For the total energy, the calculation gives -105089.20775 eV.

```
! RIJCOSX wB97M-V def2-TZVPD def2/J DEFGRID3
* xyz 0 1
Ni -0.75 1.90 0.83
C -3.49 0.21 3.40
C -2.99 0.96 2.20
O -1.71 0.94 2.06
C -3.88 1.61 1.37
C -3.50 2.36 0.23
C -4.55 2.96 -0.65
N -2.23 2.54 -0.07
N -1.95 3.24 -1.24
C -0.67 3.30 -1.39
O 0.17 2.78 -0.53
C -0.11 3.96 -2.59
C -0.95 4.41 -3.61
C -0.41 5.00 -4.75
C 0.96 5.14 -4.88
C 1.80 4.70 -3.86
C 1.26 4.11 -2.73
H -2.99 0.59 4.29
H -3.23 -0.85 3.31
H -4.57 0.30 3.52
H -4.93 1.54 1.59
H -5.54 2.73 -0.26
H -4.45 2.58 -1.66
H -4.42 4.04 -0.70
H -2.02 4.29 -3.50
H -1.07 5.34 -5.54
H 1.38 5.60 -5.76
H 2.87 4.82 -3.96
H 1.91 3.77 -1.92
C 4.38 0.34 1.60
N 3.07 0.81 1.98
C 2.56 0.90 3.33
C 1.11 1.32 3.08
O 0.33 1.59 3.96
N 0.90 1.34 1.71
C 2.07 1.06 1.13
N 2.23 0.96 -0.20
H 4.92 0.06 2.50
H 4.96 1.11 1.09
H 4.32 -0.54 0.96
H 3.07 1.66 3.92
H 2.59 -0.05 3.85
H 1.56 1.53 -0.73
H 3.17 0.93 -0.56
F 3.46 -2.87 4.57
C 2.44 -2.64 3.71
C 1.17 -2.45 4.21
C 0.14 -2.22 3.31
C 0.37 -2.18 1.93
C 1.68 -2.34 1.48
C 2.72 -2.58 2.36
Sb -1.34 -2.20 0.63
C -0.95 -4.20 -0.06
C -1.59 -4.63 -1.23
C -1.40 -5.90 -1.73
C -0.56 -6.76 -1.04
F -0.37 -8.01 -1.53
C 0.08 -6.39 0.12
C -0.12 -5.10 0.60
C -0.51 -1.28 -1.12
C 0.54 -1.82 -1.86
C 1.03 -1.17 -2.98
C 0.43 0.02 -3.37
F 0.91 0.65 -4.46
C -0.65 0.56 -2.70
C -1.11 -0.11 -1.57
H 1.00 -2.48 5.28
H -0.87 -2.08 3.69
H 1.89 -2.30 0.41
H 3.74 -2.74 2.01
H -2.25 -3.95 -1.76
H -1.89 -6.24 -2.63
H 0.72 -7.09 0.62
H 0.38 -4.81 1.52
H 0.99 -2.76 -1.57
H 1.85 -1.57 -3.56
H -1.10 1.48 -3.05
H -1.97 0.30 -1.05
*
```

Results of the Mulliken charge analysis, in e, for atoms 1 through 2: Ni -0.2744; C -1.2601